(1)
Molecular formula: C35H25AuFN6O4Se
Method: DFT, ωB97M-V/def2-TZVPD

Geometry as XYZ:
```
73
Properties=species:S:1:pos:R:3:mulliken_charge:R:1
Au 0.060 -0.237 -0.129 1.479
C 10.166 9.102 0.187 -0.842
O 8.769 9.306 0.150 -0.456
C 7.945 8.249 0.141 0.892
C 6.569 8.535 0.112 -0.617
C 5.645 7.522 0.094 -0.523
C 6.057 6.182 0.106 0.412
C 7.425 5.900 0.133 -0.759
C 8.359 6.912 0.151 -0.631
C 5.073 5.135 0.089 0.336
N 3.770 5.327 0.039 -0.787
C 3.209 4.099 0.011 0.537
C 4.207 3.112 0.049 -0.049
N 5.380 3.798 0.108 -0.109
C 3.927 1.730 0.006 0.482
C 4.878 0.698 0.081 -0.289
C 4.473 -0.610 -0.034 -0.992
C 3.114 -0.878 -0.202 -0.051
N 2.214 0.077 -0.239 -0.524
C 2.563 1.365 -0.136 0.558
C 1.528 2.364 -0.148 0.166
N 0.253 1.954 -0.242 -0.700
C -0.729 2.823 -0.175 -0.073
C -0.514 4.194 -0.029 -0.974
C 0.780 4.660 0.008 -0.256
C 1.834 3.740 -0.048 0.387
H 10.611 10.095 0.203 0.246
H 10.519 8.564 -0.696 0.344
H 10.466 8.558 1.086 0.346
H 6.268 9.570 0.101 0.436
H 4.588 7.737 0.076 0.501
H 7.783 4.881 0.143 0.221
H 9.406 6.658 0.166 0.411
H 6.303 3.401 0.118 0.182
H 5.922 0.926 0.232 0.456
H 5.177 -1.426 0.007 0.448
H 2.742 -1.886 -0.298 0.412
H -1.730 2.421 -0.241 0.441
H -1.353 4.863 0.052 0.453
H 1.011 5.710 0.088 0.610
C -5.981 -1.458 4.462 -1.361
C -5.774 0.004 4.067 -0.249
C -7.068 0.707 3.664 -1.054
C -7.660 0.068 2.414 -1.126
C -6.627 -0.009 1.330 1.001
C -7.006 -0.079 0.006 -0.681
C -6.040 -0.142 -0.997 -0.110
F -6.445 -0.207 -2.272 -0.347
C -4.700 -0.128 -0.705 -0.868
C -4.290 -0.063 0.634 0.613
C -2.851 -0.065 0.918 1.473
O -2.094 -0.148 -0.082 -1.137
C -2.514 0.050 2.291 0.029
C -3.522 0.096 3.224 -0.353
N -4.824 0.066 2.960 0.177
C -5.254 -0.005 1.658 -0.534
C -1.079 0.144 2.912 0.250
O -1.073 0.327 4.115 -0.748
O -0.096 0.037 2.149 -0.503
H -6.729 -1.529 5.247 0.386
H -5.052 -1.882 4.837 0.390
H -6.304 -2.048 3.608 0.385
H -5.327 0.540 4.911 0.489
H -6.853 1.760 3.469 0.353
H -7.778 0.655 4.489 0.434
H -8.517 0.645 2.064 0.485
H -8.021 -0.939 2.638 0.344
H -8.051 -0.081 -0.266 0.551
H -3.958 -0.169 -1.484 0.612
H -3.222 0.171 4.261 0.573
Se -0.176 -4.920 0.333 -0.073
C 0.002 -3.288 -0.205 0.186
N 0.184 -2.212 -0.635 -0.715
```

Properties
- charge = +1
- energy (hartree) = -4615.05537
- E_HOMO (alpha / beta) (eV) = -10.3 / -10.3
- HOMO-LUMO gap (alpha / beta) (eV) = 4.87 / 4.78
- largest force on an atom (eV/Å) = 3.00

=====

(2)
Molecular formula: C35H25BrClHfN4O6P
Method: DFT, ωB97M-V/def2-TZVPD

Geometry as XYZ:
```
74
Properties=species:S:1:pos:R:3:mulliken_charge:R:1
Hf 0.569 -1.076 0.125 1.365
N 2.839 -0.696 0.654 -0.542
C 3.529 0.586 0.430 0.409
C 4.912 0.617 0.437 -0.551
C 5.569 1.824 0.249 -0.685
C 4.843 2.994 0.062 -0.770
C 3.459 2.954 0.053 -0.760
C 2.789 1.746 0.236 -0.104
P 0.986 1.646 0.183 1.287
C 0.357 2.168 1.796 0.570
C -1.008 2.425 1.950 -0.494
C -1.518 2.737 3.200 -0.857
C -0.674 2.777 4.304 -0.687
C 0.681 2.519 4.156 -0.819
C 1.200 2.215 2.905 -0.755
C 0.419 2.816 -1.057 0.527
C 0.484 2.435 -2.398 -0.519
C 0.124 3.329 -3.392 -0.869
C -0.306 4.605 -3.050 -0.576
C -0.366 4.990 -1.717 -0.775
C -0.001 4.101 -0.716 -0.138
H 3.376 -1.435 0.194 0.456
H 2.881 -0.916 1.654 0.398
H 5.480 -0.294 0.590 0.498
H 6.650 1.848 0.251 0.433
H 5.358 3.934 -0.083 0.470
H 2.891 3.862 -0.111 0.524
H -1.669 2.407 1.089 0.705
H -2.572 2.955 3.315 0.492
H -1.076 3.015 5.280 0.465
H 1.339 2.561 5.014 0.469
H 2.263 2.038 2.794 0.435
H 0.836 1.445 -2.673 0.370
H 0.181 3.035 -4.432 0.459
H -0.589 5.303 -3.826 0.436
H -0.691 5.988 -1.454 0.468
H -0.037 4.412 0.320 0.484
O -3.427 -0.476 4.456 -0.530
C -4.060 -0.434 3.293 0.369
O -5.244 -0.300 3.208 -0.531
C -3.217 -0.477 2.040 0.301
C -3.721 -0.329 0.746 0.391
Cl -5.327 -0.083 0.331 -0.119
N -2.690 -0.379 -0.141 0.135
N -1.537 -0.510 0.545 0.951
C -1.846 -0.592 1.844 -0.106
C -0.700 -0.888 2.768 0.676
O -0.779 -0.868 3.960 -0.632
O 0.423 -1.192 2.097 -0.591
C -2.629 -0.456 -1.584 0.995
C -3.769 -0.498 -2.373 -0.949
C -3.667 -0.628 -3.752 -0.885
C -2.436 -0.724 -4.376 -0.749
C -1.292 -0.678 -3.597 -1.347
C -1.394 -0.547 -2.225 0.842
H -2.460 -0.605 4.381 0.370
H -4.749 -0.441 -1.938 0.444
H -4.577 -0.660 -4.336 0.453
H -2.364 -0.831 -5.449 0.488
H -0.314 -0.743 -4.055 0.495
H -0.423 -0.430 -1.742 0.294
Br -1.351 -8.424 -0.100 -0.100
C -0.060 -7.159 -0.592 -0.182
C 1.137 -7.574 -1.178 -0.125
N 2.098 -6.732 -1.556 -0.586
C 1.906 -5.438 -1.359 -0.296
C 0.744 -4.938 -0.775 -0.004
C -0.268 -5.818 -0.384 -0.258
C 0.582 -3.518 -0.571 1.121
O -0.460 -2.974 -0.068 -0.801
O 1.528 -2.677 -0.894 -0.866
H 1.318 -8.629 -1.345 0.406
H 2.695 -4.768 -1.680 0.513
H -1.180 -5.453 0.069 0.596
```

Properties
- charge = +2
- energy (hartree) = -5442.49160
- E_HOMO (eV) = -14.0
- HOMO-LUMO gap (eV) = 7.35
- largest force on an atom (eV/Å) = 0.69

=====

(3)
Molecular formula: C35H26BiBrN6O6PS
Method: DFT, ωB97M-V/def2-TZVPD

Geometry as XYZ:
```
77
Properties=species:S:1:pos:R:3:mulliken_charge:R:1
Bi 1.682 0.932 -0.379 1.313
N 3.245 -1.282 3.308 -0.447
C 3.267 -0.348 2.314 0.453
S 3.806 -0.834 0.746 -0.510
N 2.934 0.868 2.708 -1.509
N 2.713 1.750 1.715 0.949
C 2.944 2.985 1.933 -0.951
C 2.693 4.023 0.922 1.029
C 2.854 5.366 1.251 -0.887
C 2.563 6.331 0.301 -0.276
C 2.125 5.940 -0.954 -0.884
C 2.023 4.580 -1.212 -0.180
N 2.313 3.652 -0.307 0.043
H 3.357 -2.236 3.019 0.246
H 2.650 -1.093 4.099 0.258
H 3.342 3.291 2.899 0.302
H 3.185 5.640 2.245 0.398
H 2.662 7.382 0.543 0.398
H 1.861 6.664 -1.712 0.401
H 1.688 4.215 -2.178 0.497
O -3.355 4.779 -1.550 -0.662
C -2.535 3.926 -1.319 0.497
C -1.914 3.616 0.025 -0.290
O -2.280 4.042 1.105 -0.738
C -0.812 2.703 -0.259 0.913
C -0.843 2.278 -1.607 1.412
O -0.029 1.418 -2.080 -0.660
C -1.912 2.983 -2.327 -0.099
O -2.253 2.847 -3.484 -0.715
O 0.070 2.296 0.581 -0.668
O 1.830 -3.441 -5.797 -0.560
C 1.874 -2.642 -4.703 0.922
C 1.533 -3.090 -3.434 -0.493
C 1.618 -2.198 -2.385 -1.104
N 2.017 -0.933 -2.534 -0.023
C 2.339 -0.531 -3.750 -0.055
Br 2.956 1.249 -3.951 -0.132
C 2.286 -1.331 -4.877 -0.575
H 1.516 -4.313 -5.541 0.290
H 1.216 -4.114 -3.267 0.357
H 1.366 -2.487 -1.370 0.720
H 2.558 -0.960 -5.855 0.447
N 0.650 -0.547 0.709 -0.016
P -0.723 -1.229 0.841 1.319
C -0.573 -3.051 0.661 0.269
C -1.640 -3.912 0.407 -0.331
C -1.428 -5.281 0.306 -0.763
C -0.147 -5.800 0.449 -0.558
C 0.923 -4.947 0.692 -0.550
C 0.710 -3.577 0.801 -0.411
C -1.404 -0.972 2.514 0.215
C -2.098 -1.935 3.242 -0.666
C -2.569 -1.640 4.516 -0.645
C -2.355 -0.381 5.062 -0.541
C -1.663 0.583 4.340 -0.825
C -1.178 0.288 3.073 -0.346
C -2.123 -0.829 -0.245 0.360
C -3.094 0.091 0.140 -0.370
C -4.093 0.464 -0.752 -0.630
C -4.116 -0.066 -2.033 -0.601
C -3.141 -0.972 -2.430 -0.777
C -2.148 -1.349 -1.542 0.023
H -2.638 -3.508 0.274 0.504
H -2.264 -5.944 0.111 0.402
H 0.017 -6.868 0.358 0.394
H 1.926 -5.346 0.789 0.449
H 1.536 -2.887 0.955 -0.053
H -2.268 -2.918 2.822 0.355
H -3.104 -2.394 5.081 0.408
H -2.725 -0.153 6.056 0.360
H -1.501 1.568 4.761 0.459
H -0.620 1.027 2.502 0.285
H -3.070 0.527 1.132 0.332
H -4.836 1.193 -0.452 0.436
H -4.883 0.249 -2.731 0.348
H -3.142 -1.363 -3.440 0.388
H -1.377 -2.044 -1.851 0.347
```

Properties
- charge = -1
- energy (hartree) = -5657.61626
- E_HOMO (eV) = -4.2
- HOMO-LUMO gap (eV) = 6.15
- largest force on an atom (eV/Å) = 0.82